*i*
12
Properties=species:S:1:pos:R:3:mulliken_charge:R:1 method="wB97M-V/def2-TZVPD" spin_multiplicity=1 gap_ha=0.405 total_charge=+1 smiles="C[N+]1(N)C=C1" homo_energy_ev=-15.75
C -0.17 0.58 1.09 -0.883
N 0.12 0.01 -0.23 0.512
N 1.45 -0.08 -0.55 -0.771
C -0.78 -1.15 -0.61 -0.236
C -0.92 0.04 -1.26 -0.087
H 0.30 1.49 1.03 0.465
H -1.28 0.79 1.13 0.340
H 0.04 -0.19 1.91 0.305
H 1.82 -0.85 -0.08 0.269
H 1.99 0.70 -0.26 0.288
H -1.22 -1.95 -0.17 0.388
H -1.36 0.61 -1.99 0.409

=====

*ii*
12
Properties=species:S:1:pos:R:3:mulliken_charge:R:1 method="wB97M-V/def2-TZVPD" spin_multiplicity=1 gap_ha=0.355 total_charge=+1 smiles="CN1CC1=[NH2+]" homo_energy_ev=-14.67
C 1.51 -0.63 -0.01 -0.768
N 0.62 0.37 0.63 -0.251
C -0.14 1.38 -0.10 -0.163
C -1.07 0.28 0.19 0.265
N -1.86 -0.67 0.09 -0.231
H 1.41 -0.78 -1.12 0.310
H 2.61 -0.21 0.31 0.295
H 1.48 -1.53 0.57 0.343
H 0.20 1.73 -1.12 0.293
H -0.12 2.16 0.61 0.250
H -2.80 -0.44 -0.45 0.353
H -1.85 -1.65 0.40 0.303

=====

Which is the most stable structure? *ii* is the most stable.